59
Properties=species:S:1:pos:R:3:forces:R:3:mulliken_charge:R:1 method="wB97M-V/def2-TZVPD" total_charge=-2 spin_multiplicity=1 e_homo_ev=-1.207 max_force_ev_per_a=0.47 e_lumo_ha=0.1577 de_lowest_kcal_mol=5.2
Mg -1.863118 0.945516 1.533133 -0.3 0.0 -0.2 0.927
S -2.766171 1.406044 3.881771 -0.4 -0.1 -0.2 -0.514
S -4.750400 1.126437 3.244490 0.4 0.1 0.2 -0.185
S -4.996894 2.367405 1.645579 0.1 -0.1 -0.4 -0.192
S -3.940601 1.455201 0.068484 -0.2 0.3 0.3 -0.514
N 1.761033 0.441114 1.239518 0.0 0.1 0.0 -0.455
C 2.327126 -0.796632 1.066123 0.0 0.2 0.0 0.562
C 2.679933 -1.585972 2.166662 0.1 -0.1 0.0 -0.606
C 3.298646 -2.809721 1.984357 0.0 0.0 0.1 -0.423
C 3.584905 -3.290355 0.712824 0.0 0.0 0.0 -0.536
C 3.227890 -2.511183 -0.382463 0.0 0.0 -0.1 -0.457
C 2.616606 -1.283017 -0.215933 0.0 -0.1 0.0 -0.093
H 1.453191 0.676205 2.177071 0.0 0.0 0.0 0.288
H 1.094281 0.771906 0.552827 0.0 0.0 0.0 -0.012
H 2.429569 -1.235780 3.159249 0.0 0.0 0.1 0.395
H 3.541993 -3.407349 2.856181 0.0 0.0 0.0 0.330
H 4.051283 -4.258055 0.577095 0.0 0.0 0.0 0.357
H 3.421374 -2.869415 -1.388713 0.0 0.0 0.0 0.334
H 2.315807 -0.696585 -1.074983 0.0 0.0 0.0 0.246
N 1.539440 3.196680 3.949024 -0.1 0.1 0.0 -0.735
N 0.793115 1.959919 3.845969 -0.1 0.1 -0.2 -0.211
H 0.895422 3.970573 3.780041 0.1 0.0 0.0 0.288
H 2.161196 3.194363 3.146143 0.0 0.0 0.1 0.302
H 0.144685 2.071418 3.049246 0.0 -0.1 0.2 -0.185
H 0.231817 1.878066 4.686403 0.1 0.0 0.0 0.365
C -1.530479 -4.069459 1.080765 0.0 0.0 0.0 -0.358
C -2.312758 -3.447365 2.046158 0.0 -0.1 0.0 -0.591
C -2.318320 -2.062596 2.158296 0.0 0.1 0.1 -0.330
C -1.562604 -1.211632 1.329474 0.0 -0.1 0.0 -0.548
C -0.799606 -1.890819 0.367684 0.1 0.0 -0.1 0.410
C -0.766626 -3.277254 0.236882 0.0 0.0 0.0 -0.778
H -1.512468 -5.151631 0.991494 0.0 0.0 0.0 0.313
H -2.922011 -4.048091 2.717292 0.0 0.0 0.0 0.334
H -2.938068 -1.616118 2.931771 0.0 0.0 0.0 0.150
H -0.177639 -1.327440 -0.321711 0.0 0.1 0.0 0.380
H -0.130176 -3.735581 -0.514983 0.0 0.0 0.0 0.367
C -0.520969 2.052594 -4.160846 0.0 0.0 0.0 -1.758
C -0.091930 0.678933 -3.631456 0.0 0.1 0.1 1.589
C 1.278302 0.311231 -4.193538 0.0 0.0 0.0 -1.748
C -1.115139 -0.379492 -4.025823 0.0 0.0 0.0 -1.915
N 0.057550 0.667169 -2.165156 -0.1 0.0 0.0 -0.276
N -1.092406 0.944603 -1.398871 0.0 -0.1 0.0 -0.183
H -0.619117 2.044388 -5.249317 0.0 0.0 0.0 0.420
H 0.214166 2.813728 -3.889996 0.0 0.0 0.0 0.375
H -1.485010 2.351979 -3.748418 0.0 0.0 0.0 0.422
H 1.259192 0.289280 -5.285053 0.0 0.0 0.0 0.434
H 1.584430 -0.666542 -3.822603 0.0 0.0 0.0 0.343
H 2.032729 1.039280 -3.885774 0.0 0.0 0.0 0.392
H -1.187767 -0.444961 -5.113337 0.0 0.0 0.0 0.469
H -2.103323 -0.140558 -3.634296 0.0 0.0 0.0 0.375
H -0.822114 -1.352237 -3.630156 0.0 0.0 0.0 0.382
H 0.754516 1.353714 -1.891784 0.0 -0.1 0.0 0.332
H -1.684766 0.128932 -1.311097 0.1 0.0 0.0 0.146
H -1.629547 1.748808 -1.708246 -0.1 -0.1 0.1 0.041
C -0.626547 3.552779 0.683322 -0.1 0.0 -0.1 -1.116
O -0.550247 2.337118 1.311443 0.3 -0.1 0.3 0.013
H -1.564073 3.681512 0.114944 0.0 0.0 0.0 0.218
H 0.206135 3.704447 -0.037561 0.0 0.0 0.0 0.250
H -0.575423 4.404511 1.390406 0.0 0.0 0.0 0.168

***

18
Properties=species:S:1:pos:R:3:forces:R:3:mulliken_charge:R:1 method="wB97M-V/def2-TZVPD" total_charge=0 spin_multiplicity=1 e_homo_ev="-6.674 / -6.672" max_force_ev_per_a=0.74 e_lumo_ha="0.0296 / 0.0296" de_lowest_kcal_mol=108.6
C -0.507654 -2.219707 -0.319061 0.1 0.2 0.1 -0.847
C -1.609306 0.402404 1.448743 0.0 -0.1 0.0 -1.203
N 1.371475 1.145062 -0.656547 -0.2 -0.2 0.2 -0.055
N 0.120849 -1.105445 0.423839 0.0 0.0 -0.1 0.164
C 1.361179 -0.888287 0.637705 0.2 -0.3 0.0 0.634
C -0.423396 0.236734 0.556887 0.3 0.0 0.1 -0.055
N 1.729964 1.760022 -1.858800 0.0 0.1 -0.1 -0.596
C 0.129585 1.228273 -0.275104 0.3 0.0 -0.2 -0.248
O 2.440920 -1.179356 0.986162 -0.6 0.4 -0.2 -0.434
H 1.045991 2.442639 -2.187827 0.1 -0.1 0.1 0.227
H 2.637447 2.194463 -1.745556 -0.1 0.0 0.0 0.235
H -0.501751 2.069574 -0.593664 0.0 0.0 0.0 0.350
H -1.516690 -2.351039 0.065958 0.0 0.0 0.0 0.272
H 0.064453 -3.132228 -0.158765 0.0 0.0 0.0 0.352
H -0.546126 -1.976405 -1.381860 0.0 0.0 0.1 0.322
H -2.048476 1.390587 1.296631 0.0 0.0 0.0 0.367
H -2.391265 -0.340392 1.248894 0.0 0.0 0.0 0.281
H -1.357199 0.323100 2.512363 0.0 0.0 -0.1 0.233

***

9
Properties=species:S:1:pos:R:3:forces:R:3:mulliken_charge:R:1 method="wB97M-V/def2-TZVPD" total_charge=0 spin_multiplicity=1 e_homo_ev=-8.593 max_force_ev_per_a=3.39 e_lumo_ha=0.0387 de_lowest_kcal_mol=85.0
N -1.962936 0.197900 0.221215 -1.9 0.9 -2.7 -0.458
O -0.716602 -0.188600 -0.357746 0.8 0.5 0.1 -0.254
P 0.578681 0.747928 0.292600 -1.5 0.1 -2.3 0.191
N 1.737346 -0.449922 0.000627 -2.2 -0.9 -0.1 -0.474
H -2.114082 -0.522557 0.858462 -0.5 -1.4 1.6 0.238
H -2.753395 0.010711 -0.533535 2.4 0.6 1.6 0.262
H 0.929473 1.421373 -1.035805 -0.2 -0.3 1.6 0.028
H 1.727524 -1.230917 0.626413 0.3 -0.1 0.4 0.225
H 2.573993 0.014088 -0.072231 2.8 0.7 -0.3 0.241

***

135
Properties=species:S:1:pos:R:3:forces:R:3:mulliken_charge:R:1 method="wB97M-V/def2-TZVPD" total_charge=+1 spin_multiplicity=1 e_homo_ev=-8.984 max_force_ev_per_a=1.14 e_lumo_ha=-0.1825 de_lowest_kcal_mol=5.9
Pb -0.654452 0.395112 0.864560 0.2 -0.2 -1.1 1.358
C -6.668677 3.832764 2.313709 0.0 -0.1 0.0 -0.664
C -5.954970 4.967321 1.957675 0.1 0.0 0.0 -0.778
C -4.592429 4.896759 1.639864 -0.1 0.1 0.0 0.037
C -4.005279 3.658394 1.695706 0.2 0.0 -0.1 0.149
C -2.621403 3.195020 1.420985 -0.3 -0.2 0.1 -0.326
N -2.556264 1.847507 1.577933 0.1 0.2 0.1 0.407
C -3.742924 1.403265 2.003656 -0.2 0.0 0.0 -0.200
N -4.062309 0.158066 2.339651 0.0 0.1 0.0 -0.530
C -3.149859 -0.731260 2.683120 0.1 -0.2 -0.2 0.216
C -3.482634 -2.140492 3.005778 -0.1 0.2 0.0 -0.052
C -4.660303 -2.845837 2.945847 -0.1 -0.1 0.0 0.155
C -4.611736 -4.193435 3.316349 0.0 0.1 0.0 -0.802
C -3.427111 -4.779090 3.743888 0.1 0.0 0.0 -0.827
C -2.240971 -4.042015 3.820692 0.0 -0.1 0.0 0.179
C -2.300297 -2.726143 3.432289 0.2 0.1 0.1 0.263
C -1.275615 -1.655868 3.371728 -0.2 -0.1 -0.2 -0.457
N -0.065931 -1.776499 3.846428 0.1 -0.1 0.0 -0.136
C 0.883629 -0.861249 3.711427 0.1 0.1 0.1 -1.107
N 1.031369 0.007813 2.704573 0.0 0.2 0.1 0.572
C 2.036012 0.869702 3.037693 0.0 -0.2 0.2 -0.533
N 2.351028 1.992001 2.445478 0.1 0.1 -0.1 -0.297
C 1.516828 2.763505 1.786225 -0.1 0.1 -0.2 -0.220
N 0.160990 2.659237 1.835964 0.0 0.2 0.5 -0.610
C -0.362430 3.705844 1.175169 0.0 -0.1 -0.1 0.293
N -1.653815 4.007992 1.080308 0.3 0.1 -0.1 -0.412
C 0.714769 4.551736 0.608653 -0.2 0.0 0.0 0.337
C 0.688830 5.690669 -0.158492 0.0 0.1 -0.1 -0.122
C 1.923323 6.227617 -0.538069 -0.1 0.0 0.0 -0.718
C 3.115118 5.635640 -0.143502 0.0 -0.1 0.0 -0.906
C 3.125609 4.480310 0.644623 0.1 0.0 -0.1 0.107
C 1.907394 3.959139 1.001023 0.1 -0.2 0.1 0.089
C 2.715716 0.393956 4.266608 -0.1 0.2 -0.1 0.504
C 3.797045 0.864570 4.968840 0.1 0.0 0.0 -0.211
C 4.133718 0.184954 6.144483 0.0 0.0 0.0 -0.746
C 3.387443 -0.899242 6.587681 0.0 0.0 -0.1 -0.834
C 2.271670 -1.350336 5.872146 0.1 0.0 0.1 0.107
C 1.968950 -0.686177 4.709337 -0.2 -0.1 0.0 0.598
N -1.821718 -0.523421 2.843716 -0.2 0.1 0.5 -0.532
C -4.718089 2.523716 2.057002 0.1 -0.2 0.0 -0.067
C -6.051715 2.575878 2.372244 -0.1 0.0 0.0 -0.100
H -7.720903 3.920786 2.548206 0.0 0.0 0.0 0.433
H -6.460768 5.922812 1.923107 0.0 0.0 0.0 0.431
H -4.027905 5.775460 1.358038 0.0 0.0 0.0 0.581
H -5.579097 -2.379506 2.616174 0.0 0.0 0.0 0.568
H -5.512724 -4.790685 3.271959 0.0 0.0 0.0 0.441
H -3.424905 -5.823228 4.026961 0.0 0.0 0.0 0.437
H -1.314123 -4.487166 4.157233 0.0 0.0 0.0 0.591
H -0.245503 6.148703 -0.454217 0.0 0.0 0.0 0.580
H 1.951588 7.119998 -1.148781 0.0 0.0 0.0 0.431
H 4.053022 6.074645 -0.456183 0.0 0.0 0.0 0.454
H 4.050004 4.005534 0.945009 0.0 0.0 0.0 0.533
H 4.368840 1.713941 4.619249 0.0 0.0 0.0 0.575
H 4.990241 0.509480 6.719894 0.0 0.0 0.0 0.453
H 3.673828 -1.401634 7.501792 0.0 0.0 0.0 0.448
H 1.679261 -2.189951 6.211093 0.0 0.0 0.0 0.572
H -6.600236 1.684600 2.645456 0.0 0.0 0.0 0.581
C -3.018285 -4.598095 -0.111143 0.0 0.0 0.0 -1.247
C -2.009050 -5.108107 -1.140422 0.0 0.1 0.0 1.314
C -0.855974 -5.857555 -0.477545 0.0 0.0 0.0 -1.475
C -2.730585 -6.056073 -2.095229 0.0 0.0 0.0 -2.316
N -1.460973 -3.952416 -1.920020 -0.1 -0.2 0.0 0.564
C -1.567976 -3.806403 -3.298688 0.0 0.0 0.1 -0.677
C -1.004617 -2.628762 -3.619988 0.0 0.1 0.1 -1.088
N -0.540951 -2.049329 -2.456569 0.2 0.2 -0.1 0.605
B 0.070390 -0.632534 -2.336664 -0.1 -0.1 -0.3 0.639
N -0.684810 0.381404 -3.239922 0.2 -0.1 0.1 1.154
C -0.212964 0.920064 -4.419087 -0.1 -0.1 0.0 -1.027
C -1.030118 1.927050 -4.766155 0.0 0.0 0.1 -0.818
N -1.997291 2.041628 -3.769537 0.1 0.3 -0.1 0.376
C -1.789946 1.055784 -2.855929 0.0 -0.1 0.0 0.283
S -2.738874 0.603459 -1.507485 -0.1 0.0 0.1 -0.399
C -3.041401 3.115012 -3.814714 0.0 -0.2 0.0 1.391
C -2.450765 4.331779 -4.535046 0.0 0.0 0.0 -1.917
C -3.472023 3.579364 -2.420477 0.2 0.0 0.0 -1.855
C -4.234528 2.561171 -4.588878 -0.1 0.0 0.1 -1.686
N 1.563224 -0.598641 -2.730921 -0.1 -0.2 0.3 0.521
C 2.287361 -1.515115 -3.463379 -0.1 0.1 0.0 -1.317
C 3.568491 -1.106062 -3.480288 0.0 0.2 0.0 -0.612
N 3.637728 0.073122 -2.747974 0.2 0.0 0.2 0.777
C 2.394970 0.363683 -2.262462 0.0 0.0 -0.2 -0.268
S 1.910502 1.702048 -1.311806 -0.1 -0.1 0.1 0.213
C 4.892535 0.854181 -2.510741 -0.1 0.0 -0.1 1.347
C 4.724748 2.252753 -3.099248 0.0 0.1 0.0 -1.673
C 5.192884 0.905251 -1.015409 0.0 0.0 0.1 -1.004
C 6.056381 0.162215 -3.215818 0.0 0.0 0.0 -2.241
C -0.817779 -2.866735 -1.418275 0.0 0.1 0.0 -0.584
S -0.386882 -2.593490 0.223453 0.1 0.0 0.1 0.387
H -3.500790 -5.455982 0.360530 0.0 0.0 0.0 0.575
H -3.785510 -3.993700 -0.599272 0.0 0.0 0.0 0.438
H -2.537016 -3.996064 0.658657 0.0 -0.1 -0.1 -0.159
H -1.250252 -6.731938 0.043320 0.0 0.0 0.0 0.485
H -0.334809 -5.225143 0.238876 0.0 0.0 0.0 0.114
H -0.142951 -6.198880 -1.230305 0.0 0.0 0.0 0.419
H -3.139387 -6.874215 -1.503763 0.0 0.0 0.0 0.447
H -2.055479 -6.489707 -2.834218 0.0 0.0 0.0 0.497
H -3.560598 -5.567555 -2.607335 0.0 0.0 0.0 0.490
H -2.040191 -4.532974 -3.928691 0.0 0.0 0.0 0.558
H -0.928496 -2.134973 -4.573181 0.0 0.0 0.0 0.703
H 0.012924 -0.299342 -1.217013 0.0 0.0 -0.1 -1.638
H 0.672034 0.550336 -4.906290 0.0 0.0 0.0 0.639
H -0.996063 2.572862 -5.620910 0.0 0.0 0.0 0.524
H -1.491522 4.614012 -4.098521 0.0 0.0 0.0 0.396
H -3.141727 5.166070 -4.422562 0.0 0.0 0.0 0.477
H -2.316679 4.169073 -5.604015 0.0 0.0 0.0 0.460
H -2.607659 3.892874 -1.822547 -0.1 0.0 -0.1 0.232
H -4.003915 2.810381 -1.872217 0.0 0.0 0.0 0.483
H -4.129475 4.439642 -2.555960 0.0 0.0 0.0 0.595
H -3.937089 2.250315 -5.591847 0.0 0.0 0.0 0.368
H -5.008870 3.324726 -4.680798 0.0 0.0 0.0 0.435
H -4.654369 1.700389 -4.066283 0.0 0.0 0.0 0.324
H 1.832992 -2.377838 -3.918263 0.0 0.0 0.0 0.678
H 4.417250 -1.544623 -3.965893 0.0 0.0 0.0 0.577
H 3.885542 2.773038 -2.641177 0.0 0.0 0.0 0.223
H 4.559483 2.193506 -4.176663 0.0 0.0 0.0 0.391
H 5.637769 2.824435 -2.923231 0.0 0.0 0.0 0.503
H 4.426155 1.455350 -0.472438 0.0 0.0 0.0 -0.061
H 6.160974 1.386757 -0.864922 0.0 0.0 0.0 0.593
H 5.243590 -0.104911 -0.607798 0.0 -0.1 0.0 0.070
H 5.901260 0.092258 -4.293194 0.0 0.0 0.0 0.490
H 6.244671 -0.835223 -2.814425 0.0 0.0 0.0 0.428
H 6.950111 0.762309 -3.049340 0.0 0.0 0.0 0.470
C 5.434303 -2.428896 2.440611 0.0 0.0 0.0 -1.335
As 3.710655 -1.929302 1.652962 0.0 -0.1 0.1 0.690
C 2.677800 -3.376398 2.498415 0.0 0.0 0.0 -0.982
C 3.935187 -2.838573 -0.067064 0.0 0.0 -0.1 -0.919
H 5.648675 -3.483806 2.265709 0.0 0.0 0.0 0.389
H 5.403975 -2.243931 3.515276 0.0 0.0 0.0 0.345
H 6.231352 -1.823424 2.009008 0.0 0.0 0.0 0.382
H 3.211742 -4.317925 2.362441 0.0 0.0 0.0 0.562
H 1.698568 -3.446035 2.023797 0.0 0.0 0.0 -0.112
H 2.549071 -3.199749 3.566129 0.0 0.0 0.0 0.299
H 3.816211 -3.914119 0.063521 0.0 0.0 0.0 0.536
H 4.929485 -2.636375 -0.467164 0.0 0.0 0.0 0.450
H 3.188518 -2.478599 -0.773566 0.0 0.0 0.0 -0.188